No. 1
The following is a quantum chemistry calculation of a cluster of 2 separate species, C5H7NO in total, from the OMol25 dataset.

```
! wB97M-V def2-TZVPD RIJCOSX def2/J DEFGRID3
* xyz 0 1
H -2.1915 -0.1759 -0.8090
C 0.5559 1.1078 0.6673
H 0.9492 -0.9582 -2.2431
C 1.8373 0.3466 0.7825
O -0.1217 -2.1524 -0.1199
N 1.7758 -0.8862 0.4369
H 0.2965 -0.6587 -2.4329
C -0.3586 0.2332 0.2466
C -1.8361 0.2921 0.1145
H -2.2210 1.3123 0.1813
C 0.3788 -1.0916 0.1247
H 2.7586 0.7755 1.1725
H -2.2478 -0.2943 0.9434
H 0.4246 2.1498 0.9352
*
```

Properties
F_max = 0.45 eV/A
SMILES = CC1=CC=NC1=O.[H][H]
energy relative to the best compared isomer or geometry (same formula, charge and spin) = 49.03 kcal/mol
electronic energy = -324.6463 hartree

No. 2
The following is a quantum chemistry calculation of an isolated molecule of C5H7NO, from the OMol25 dataset.

```
! wB97M-V def2-TZVPD RIJCOSX def2/J DEFGRID3
* xyz 0 1
H -2.2281 1.4612 -0.3591
C 1.1301 0.7528 -0.5139
C -1.6055 0.6750 0.0381
N -0.5704 0.7621 1.0543
C 1.0186 -0.6921 0.0800
H 0.8049 1.0940 -1.5352
H 1.8871 -0.8944 0.8618
H -1.9672 -1.3402 -0.7280
O 0.5120 1.5355 0.4909
H 1.1540 -1.3425 -0.7099
H -0.5988 -1.5461 1.4837
H 2.1621 0.9199 -0.6131
C -0.3088 -0.7819 0.7434
C -1.3900 -0.6034 -0.2931
*
```

Properties
F_max = 2.92 eV/A
SMILES = C1=CN2OCC[C@H]12
energy relative to the best compared isomer or geometry (same formula, charge and spin) = 107.31 kcal/mol
electronic energy = -324.5535 hartree

No. 3
The following is a quantum chemistry calculation of a structure of composition C5H7NO, from the OMol25 dataset.

```
! wB97M-V def2-TZVPD RIJCOSX def2/J DEFGRID3
* xyz 0 1
C 0.9074 0.6339 0.2802
H -1.3815 2.1466 -0.3614
H -0.7516 -1.2378 1.6268
H 1.7235 -0.8648 1.6955
H 1.8017 -1.3722 -0.0189
H -2.4163 0.5818 -0.2224
C -0.2782 -0.9811 0.6757
O 0.1017 -0.3213 -2.5767
H 1.4265 1.5804 0.2364
H -0.6525 -1.6181 -0.1310
N -0.4234 0.4443 0.3251
C 1.2564 -0.7604 0.7106
C -1.4578 1.0798 -0.2095
C 0.1441 0.6889 -2.0304
*
```

Properties
F_max = 1.53 eV/A
energy relative to the best compared isomer or geometry (same formula, charge and spin) = 84.78 kcal/mol
electronic energy = -324.5894 hartree

Asked for HOMO-LUMO gap across the records above, the calculation gives 0.3348 0.3764 0.2996 hartree in order.